{"formula": "C13H28O5PtSi", "method": "the ωB97M-V functional and the def2-TZVPD basis", "homo_energy_ev": -16.09, "mol_weight_g_mol": 487.5, "charge": 2, "species": ["C", "C", "C", "C", "O", "C", "C", "C", "O", "Si", "C", "C", "C", "C", "O", "C", "O", "C", "O", "H", "H", "H", "H", "H", "H", "H", "H", "H", "H", "H", "H", "H", "H", "H", "H", "H", "H", "H", "H", "H", "H", "H", "H", "H", "H", "H", "H", "Pt"], "coordinates": [[-4.61, 0.53, -0.25], [-3.93, 1.86, -0.86], [-2.55, 1.52, -1.62], [-1.36, 1.78, -0.54], [-0.12, 1.39, -1.22], [1.06, 1.87, -0.59], [2.14, 0.64, -0.69], [1.42, -0.79, -0.80], [2.40, -1.85, -0.58], [1.65, -3.17, 0.28], [2.71, -4.79, 0.28], [-0.04, -3.57, -0.60], [1.23, -2.77, 2.12], [0.93, 2.21, 0.97], [0.62, 1.05, 1.79], [0.21, 1.53, 3.12], [1.69, 3.00, -1.23], [0.87, 3.59, -2.25], [0.99, 3.34, -3.45], [-5.23, -0.06, -1.02], [-5.28, 0.81, 0.62], [-3.81, -0.19, 0.16], [-4.67, 2.41, -1.53], [-3.69, 2.56, 0.03], [-2.45, 2.31, -2.46], [-2.51, 0.49, -2.09], [-1.43, 2.88, -0.26], [-1.55, 1.05, 0.31], [2.89, 0.64, 0.18], [2.70, 0.79, -1.73], [0.62, -0.88, 0.01], [0.93, -0.96, -1.83], [2.05, -5.72, 0.37], [3.32, -4.75, 1.26], [3.44, -4.85, -0.59], [-0.03, -3.13, -1.66], [-0.94, -3.23, 0.01], [-0.07, -4.72, -0.69], [0.23, -3.31, 2.34], [1.15, -1.64, 2.28], [2.08, -3.20, 2.75], [1.99, 2.54, 1.31], [0.26, 3.12, 1.21], [0.51, 2.63, 3.30], [-0.94, 1.50, 3.23], [0.70, 0.92, 3.96], [0.06, 4.33, -1.91], [4.37, 0.30, -1.43]], "mulliken_charge": [-0.95, -0.44, -0.58, -0.43, -0.32, 0.92, -1.27, -0.07, -0.39, 0.73, -1.08, -0.86, -0.71, -1.28, -0.11, -0.87, -0.37, 0.25, -0.41, 0.30, 0.31, 0.18, 0.37, 0.27, 0.29, 0.34, 0.34, 0.21, 0.87, 0.08, 0.29, 0.38, 0.33, 0.31, 0.30, 0.27, 0.32, 0.35, 0.32, 0.06, 0.34, 0.41, 0.59, 0.37, 0.32, 0.29, 0.38, 1.03]}